# 1
Below is a 3-piece molecular cluster, CH6O4 overall, with properties calculated with ωB97M-V/def2-TZVPD.

Structure (XYZ):
```
11
CH6O4 | the Open Molecules 2025 dataset | ωB97M-V/def2-TZVPD
O -2.18031 1.39389 -0.11375
C -1.02936 1.29378 -0.39827
O -0.48289 0.07911 -0.61892
H -0.37462 2.15471 -0.55758
H 0.48692 0.05573 -0.58658
O 3.54754 0.91870 0.57494
H 3.37178 0.03605 0.20159
H 3.92887 1.36492 -0.20153
O -0.79268 -3.12136 0.49246
H -1.60387 -3.23954 0.99702
H -0.89930 -2.32918 -0.04936
```

Properties
- structure (SMILES) = O=CO.O.O
- ΔE to the lowest compared entry with this formula, charge and spin (kJ/mol) = 82.95
- E_HOMO (eV) = -11.143
- DFT total energy (hartree) = -342.6527
- maximum force (eV/Å) = 1.2

---

# 2
Below is C29H34N2O4S as an isolated structure, with properties calculated with ωB97M-V/def2-TZVPD.

Structure (XYZ):
```
70
C29H34N2O4S | the Open Molecules 2025 dataset | ωB97M-V/def2-TZVPD
C 1.96381 4.58451 0.33653
C 2.50274 3.18737 -0.10218
C 2.21431 2.76537 -1.38265
C 2.46607 1.34547 -1.70675
C 3.09151 0.42355 -0.89576
C 3.33196 1.01675 0.55375
C 2.93898 2.27555 0.98619
H 3.24730 2.81922 1.67226
H 3.85318 0.49950 1.11073
S 3.48869 -1.14839 -1.11700
O 4.68040 -1.22714 -0.55430
O 3.08814 -1.25264 -2.60193
N 2.31224 -2.07412 -0.30223
C 1.06871 -2.08780 -0.82503
H 1.12767 -3.06124 -1.65728
C -0.12594 -2.45766 0.30261
N 0.03461 -1.60363 1.28205
C 0.96005 -1.50728 2.22680
O 1.24496 -0.46808 2.91129
C 1.88471 -2.62525 2.25089
H 1.26236 -3.56323 2.24348
H 2.48203 -2.44849 3.12628
C 2.70230 -2.72109 0.87592
H 2.55637 -3.81335 0.61491
H 3.76338 -2.45916 0.74458
C -0.82276 -0.27697 1.14665
C -1.81977 -0.45273 2.38543
O -2.74459 -1.14466 2.37896
C -4.08158 -1.06039 1.86432
C -3.86973 -1.07692 0.31824
C -3.57462 -2.11457 -0.45408
C -3.46474 -2.29796 -1.90772
C -3.59396 -1.06431 -2.49266
C -3.98032 -0.05088 -1.90025
C -4.12376 0.04981 -0.49603
H -4.29212 1.24932 0.02952
H -4.08435 0.98262 -2.62689
H -3.51567 -1.10839 -3.32134
C -3.08423 -3.50406 -2.46150
H -3.94348 -3.68350 -3.11527
H -2.88841 -4.44346 -1.60889
H -2.26082 -3.35951 -2.77029
H -3.54657 -3.16253 0.21786
H -4.73226 -1.95487 2.11275
H -4.49857 0.00808 2.01864
H -1.06421 -0.45628 3.27307
H -2.24968 0.59839 2.46916
H -1.39084 -0.58878 0.30392
C -0.11622 1.12014 0.89729
C -1.13638 2.15147 0.43058
C -1.54645 3.14333 1.09985
C -2.35051 4.10388 0.51250
C -2.42680 4.09442 -0.89823
C -1.98205 2.95057 -1.47500
C -1.13832 1.99785 -0.87010
H -0.77356 1.38408 -1.38476
H -2.24765 2.95144 -2.70837
H -3.31638 4.79523 -1.20192
H -2.78125 4.93595 1.19483
H -1.22982 3.11530 2.50216
H 0.77758 0.76463 0.26894
H 0.27739 1.33904 2.06501
H -0.98364 -2.37223 -0.37058
H -0.09080 -3.45606 0.70743
H 0.83475 -1.41238 -1.43511
H 2.23577 0.87849 -2.61308
H 1.54270 3.18801 -2.02082
H 2.24905 5.40726 -0.40729
H 0.69114 4.53100 0.42352
H 2.40786 4.97440 1.59458
```

Properties
- ΔE to the lowest compared entry with this formula, charge and spin (kJ/mol) = 1875.04
- E_HOMO (eV) = -8.455
- DFT total energy (hartree) = -1933.2397
- maximum force (eV/Å) = 19.0

---

# 3
Below is a 2-piece molecular cluster, C4H11NO3 overall, with properties calculated with ωB97M-V/def2-TZVPD.

Structure (XYZ):
```
19
C4H11NO3 | the Open Molecules 2025 dataset | ωB97M-V/def2-TZVPD
O -0.07620 -3.63971 -0.73855
C -0.37560 -2.53595 -0.37032
C 0.24031 -1.33606 -1.02794
C -0.44927 0.02601 -0.95779
N 0.16876 0.83416 0.12620
C -0.48953 2.09303 0.31207
O -0.28745 2.91428 -0.86887
H -0.99305 -2.35049 0.53801
H 0.34390 -1.62255 -2.08190
H 1.33705 -1.26231 -0.80772
H -1.54970 -0.06668 -0.86143
H -0.29123 0.61375 -1.87258
H 1.16579 0.95593 0.07569
H -0.10773 2.65503 1.14724
H -1.59355 1.96565 0.31969
H 0.33390 3.65312 -0.75295
O 0.74694 -1.35112 2.61818
H 0.95423 -0.76011 3.34980
H 0.92243 -0.78599 1.85317
```

Properties
- structure (SMILES) = O=CCCNCO.O
- ΔE to the lowest compared entry with this formula, charge and spin (kJ/mol) = 221.99
- E_HOMO (eV) = -9.451
- DFT total energy (hartree) = -439.4414
- maximum force (eV/Å) = 2.3

---

# 4
Below is C6H7FS in the gas phase, with properties calculated with ωB97M-V/def2-TZVPD.

Structure (XYZ):
```
15
C6H7FS | the Open Molecules 2025 dataset | ωB97M-V/def2-TZVPD
F 0.24092 2.28089 1.46192
C -0.07110 1.27620 0.67898
C -0.99972 1.32917 -0.29267
C -1.26145 0.00192 -1.08668
C -0.58561 -1.16754 -0.88388
C 0.44444 -1.18820 0.19059
S 2.10698 -1.20971 -0.70115
C 0.29344 -0.07495 1.30530
H -1.41227 2.34564 -0.72308
H -1.69406 0.19701 -2.16070
H -0.50329 -1.94536 -1.70676
H 0.29610 -2.11855 0.59930
H 2.22545 0.38621 -0.52313
H -0.46246 -0.14598 2.10389
H 1.38264 0.03322 1.73805
```

Properties
- structure (SMILES) = FC1=CC=C[C@@H](S)C1
- ΔE to the lowest compared entry with this formula, charge and spin (kJ/mol) = 255.56
- E_HOMO (eV) = -8.595
- DFT total energy (hartree) = -730.7673
- maximum force (eV/Å) = 4.2

---

# 5
Below is a 2-piece molecular cluster, H4O2 overall, with properties calculated with ωB97M-V/def2-TZVPD.

Structure (XYZ):
```
6
H4O2 | the Open Molecules 2025 dataset | ωB97M-V/def2-TZVPD
O -1.93126 0.06982 -0.12306
H -2.08318 -0.47913 0.69044
H -1.34659 0.81275 -0.00671
O 1.61053 0.12773 0.02046
H 1.20686 -0.54253 -0.61572
H 2.54363 0.01136 0.03459
```

Properties
- structure (SMILES) = O.O
- ΔE to the lowest compared entry with this formula, charge and spin (kJ/mol) = 27.90
- E_HOMO (eV) = -11.429
- DFT total energy (hartree) = -152.8643
- maximum force (eV/Å) = 2.7

---

# 6
Below is a 2-piece molecular cluster, C6H11Cl3N3 overall, with properties calculated with ωB97M-V/def2-TZVPD.

Structure (XYZ):
```
23
C6H11Cl3N3 | the Open Molecules 2025 dataset | ωB97M-V/def2-TZVPD
C 0.09804 0.80405 1.71610
C 0.38161 1.61751 2.71530
C 2.27433 -0.33069 -0.05756
C -1.90085 1.54335 0.27181
C 0.95863 -1.02797 0.34934
C -1.19917 0.16229 -0.06564
N -0.09111 -1.50001 -3.20835
N -0.61662 -2.22915 -2.42530
N -0.00391 0.01407 0.73881
Cl -1.44817 -3.57036 -3.20688
Cl 1.37737 3.03290 2.60526
Cl -0.27729 1.35009 4.23038
H 3.03971 -1.09876 -0.27779
H 2.11993 0.36522 -0.84519
H 2.47993 0.31441 0.72663
H -2.88471 1.59637 0.04777
H -1.77619 1.72371 1.32488
H -1.32950 2.30011 -0.19521
H 1.23095 -1.50704 1.32707
H 0.58108 -1.40610 -0.63582
H -0.95445 0.12230 -1.15133
H -1.87908 -0.66370 0.20701
H -0.18053 -1.61260 -4.19130
```

Properties
- ΔE to the lowest compared entry with this formula, charge and spin (kJ/mol) = 288.30
- E_HOMO (eV) = -13.650
- DFT total energy (hartree) = -1779.6325
- charge = +1
- maximum force (eV/Å) = 4.1